DFT (ωB97M-V with the def2-TZVPD basis set) results for a cluster of 2 separate species, C3H5Br2P in total at a distorted geometry.

The total energy comes out at -5606.49859 Eh. Its largest force on an atom is 5.69 eV/Å. As for the HOMO-LUMO gap (alpha / beta): 7.92 / 8.11 eV. For the energy above the lowest of the compared OMol25 structures with the same formula, charge and spin, the calculation gives 5.346 eV. The calculation puts the molar mass at 231.9 g mol⁻¹. As for the spin multiplicity: 1.

Last column: natural (NBO) charge in e.
Cartesian coordinates (Å):
C -0.612 -1.352 -1.196  -0.2584
C -0.109 0.161 0.277  -0.3217
C 0.690 1.155 -0.550  -0.7243
P 0.381 -0.694 1.691  0.7104
Br -1.431 -1.905 2.164  -0.2077
Br 0.159 0.890 3.142  -0.2020
H -1.639 -1.677 -1.223  0.1556
H -0.088 -0.964 -2.149  0.1531
H 0.203 1.437 -1.582  0.2349
H 1.695 0.931 -0.617  0.2276
H 0.751 2.020 0.042  0.2326



DFT (ωB97M-V with the def2-TZVPD basis set) results for the molecule C3H5Br3Si at a distorted geometry.

The total energy comes out at -8128.89373 Eh. The SMILES is C=C[C@H](Br)[SiH](Br)Br. Its largest force on an atom is 3.93 eV/Å. As for the HOMO-LUMO gap: 9.86 eV. For the energy above the lowest of the compared OMol25 structures with the same formula, charge and spin, the calculation gives 1.740 eV. The calculation puts the molar mass at 308.9 g mol⁻¹. As for the spin multiplicity: 1.

Last column: natural (NBO) charge in e.
Cartesian coordinates (Å):
C 1.681 0.232 -1.123  -0.3594
C 1.184 -0.104 0.015  -0.2627
C -0.045 -0.774 0.346  -0.7259
Br -0.695 -2.036 -1.086  0.0056
Si -1.395 0.481 0.701  1.1707
Br -3.459 -0.442 1.007  -0.2936
Br -1.457 1.858 -1.010  -0.2555
H 2.530 0.826 -1.146  0.2041
H 1.060 0.290 -2.078  0.2157
H 1.723 0.046 0.986  0.2175
H -0.026 -1.312 1.371  0.2636
H -1.102 0.935 2.015  -0.1800



Please write out number 2 again, unchanged.
DFT (ωB97M-V with the def2-TZVPD basis set) results for the molecule C3H5Br3Si at a distorted geometry.

The total energy comes out at -8128.89373 Eh. The SMILES is C=C[C@H](Br)[SiH](Br)Br. Its largest force on an atom is 3.93 eV/Å. As for the HOMO-LUMO gap: 9.86 eV. For the energy above the lowest of the compared OMol25 structures with the same formula, charge and spin, the calculation gives 1.740 eV. The calculation puts the molar mass at 308.9 g mol⁻¹. As for the spin multiplicity: 1.

Last column: natural (NBO) charge in e.
Cartesian coordinates (Å):
C 1.681 0.232 -1.123  -0.3594
C 1.184 -0.104 0.015  -0.2627
C -0.045 -0.774 0.346  -0.7259
Br -0.695 -2.036 -1.086  0.0056
Si -1.395 0.481 0.701  1.1707
Br -3.459 -0.442 1.007  -0.2936
Br -1.457 1.858 -1.010  -0.2555
H 2.530 0.826 -1.146  0.2041
H 1.060 0.290 -2.078  0.2157
H 1.723 0.046 0.986  0.2175
H -0.026 -1.312 1.371  0.2636
H -1.102 0.935 2.015  -0.1800